# C2H3NO2S

C2H3NO2S in the gas phase at a distorted geometry (ωB97M-V with the def2-TZVPD basis set, the Open Molecules 2025 dataset).

```
9
Properties=species:S:1:pos:R:3
O -1.991 1.235 -0.072
C -1.577 0.087 -0.066
O -2.339 -0.988 0.142
C -0.137 -0.321 -0.097
N 0.868 0.421 0.150
S 2.434 -0.153 -0.039
H -3.291 -0.714 0.009
H 0.115 -1.321 -0.512
H 3.078 0.955 0.496
```

Values from the calculation:
Kohn-Sham gap = 9.5 eV
Energy above the lowest of the compared OMol25 structures with the same formula, charge and spin = 147.4 kJ/mol
Highest occupied orbital energy = -9.560 eV
SMILES = O=C(O)/C=N/S